# 1
# C34H33AsBr4N2O2PSc

A molecular structure, C34H33AsBr4N2O2PSc at a distorted geometry (the ωB97M-V functional and the def2-TZVPD basis, the OMol25 dataset).

Geometry as ORCA input:
```
! wB97M-V def2-TZVPD RIJCOSX def2/J DEFGRID3
* xyz 2 1
Sc -0.40207 0.13257 -0.05589
Br -0.57014 5.95981 3.42639
C -0.33000 4.17280 2.93862
C 0.16507 3.24276 3.85680
Br 0.64913 3.76349 5.58597
C 0.30409 1.90314 3.47334
Br 1.05147 0.57734 4.60355
C -0.06614 1.50576 2.20562
O 0.01601 0.20671 1.77830
C -0.46591 2.45201 1.26539
O -0.64818 1.99141 -0.02694
C -0.62705 3.77362 1.62737
Br -1.22339 4.95308 0.30425
N 4.43710 0.68573 2.76242
C 4.15490 0.47371 1.28600
C 2.64665 0.35160 1.14764
N 2.14260 0.13415 -0.22138
H 5.42822 0.86669 2.94390
H 4.15960 -0.13230 3.31467
H 3.89610 1.47361 3.13686
H 4.69985 -0.41985 0.98685
H 4.56914 1.33477 0.76447
H 2.19288 1.27103 1.51844
H 2.26962 -0.44134 1.79097
H 2.59269 -0.66023 -0.67208
H 2.36260 0.94292 -0.80220
C -4.49210 0.02002 -0.26632
C -5.69898 -0.85621 0.03457
As -7.44616 0.04736 -0.26644
C -6.98568 1.61374 0.81494
C -7.27614 1.50446 2.17507
C -6.90863 2.50887 3.06291
C -6.25633 3.64258 2.59666
C -5.98192 3.77000 1.24133
C -6.34463 2.76186 0.35406
C -7.13549 0.71298 -2.07036
C -7.85070 1.82734 -2.50585
C -7.75024 2.26402 -3.81962
C -6.94699 1.58056 -4.72194
C -6.25304 0.45361 -4.30702
C -6.34873 0.02157 -2.98874
P -2.90192 -0.66927 0.26519
C -3.03604 -0.95158 2.05260
C -3.69557 0.00489 2.82384
C -3.70814 -0.10524 4.20824
C -3.06692 -1.16734 4.82906
C -2.40534 -2.12098 4.06558
C -2.38410 -2.00886 2.68474
C -2.66012 -2.27255 -0.54181
C -3.19419 -3.48369 -0.09954
C -2.95564 -4.64806 -0.81310
C -2.18181 -4.62158 -1.97019
C -1.64761 -3.42749 -2.42595
C -1.88894 -2.25962 -1.70994
H -4.56741 0.98971 0.22711
H -4.40269 0.23358 -1.33349
H -5.73119 -1.14235 1.08735
H -5.68709 -1.77905 -0.54851
H -7.80561 0.63378 2.54840
H -7.15303 2.41783 4.11412
H -5.98408 4.43423 3.28278
H -5.48976 4.66031 0.87016
H -6.11130 2.87157 -0.69762
H -8.49722 2.36346 -1.82036
H -8.31032 3.13254 -4.14114
H -6.87640 1.91645 -5.74804
H -5.64764 -0.09954 -5.01413
H -5.81845 -0.87764 -2.69565
H -4.21208 0.83854 2.36196
H -4.22968 0.63768 4.79762
H -3.09058 -1.25879 5.90710
H -1.91598 -2.95747 4.54693
H -1.86873 -2.76435 2.10332
H -3.79781 -3.51376 0.79881
H -3.37878 -5.58304 -0.47036
H -2.00555 -5.53578 -2.52135
H -1.06737 -3.40203 -3.33868
H -1.53739 -1.31258 -2.12743
*
```

Energy above the lowest of the compared OMol25 structures with the same formula, charge and spin in kcal/mol: 0.0
HOMO in eV: -11.98
Gap between HOMO and LUMO in eV: 6.28
LUMO energy in eV: -5.71

Table of Mulliken atomic charges, one value per atom, all in e: 0.347, -0.098, 0.375, 0.186, -0.100, 0.122, -0.109, 0.255, -0.532, 0.839, -0.831, -0.367, -0.057, -0.265, -0.780, -0.319, -0.455, 0.396, 0.362, 0.299, 0.430, 0.399, 0.096, 0.331, 0.314, 0.320, -0.191, -1.596, 0.243, 0.103, -0.506, -0.690, -0.582, -0.627, 0.088, 0.461, -0.449, -0.591, -0.498, -0.725, -0.296, 0.472, 1.052, -0.379, -0.799, -0.711, -0.884, -0.498, 0.908, -0.143, -0.785, -0.541, -0.958, -0.721, 0.032, 0.671, 0.591, 0.573, 0.395, 0.480, 0.446, 0.449, 0.423, 0.443, 0.398, 0.396, 0.405, 0.462, 0.137, 0.562, 0.444, 0.467, 0.484, 0.523, 0.444, 0.431, 0.465, 0.565

# 2
# C34H33NO3S

2 unconnected molecules or ions with the total composition C34H33NO3S at a distorted geometry (the ωB97M-V functional and the def2-TZVPD basis, the OMol25 dataset).

Geometry as ORCA input:
```
! wB97M-V def2-TZVPD RIJCOSX def2/J DEFGRID3
* xyz 0 1
C -0.61057 -1.96208 7.29590
C -0.18967 -0.66554 6.98135
C 0.44790 -0.40996 5.76545
C 0.72954 -1.47037 4.89520
S 1.84091 -1.19225 3.49135
C 0.91097 -0.96218 2.03872
C 1.09804 0.25117 1.29586
O 0.12853 0.93388 0.91013
C 2.52538 0.66219 1.04510
C 3.59492 -0.24443 1.10860
C 4.91311 0.20946 1.07483
C 5.17469 1.57469 0.91212
C 4.11054 2.46634 0.72478
C 2.79315 2.00380 0.75755
O 2.47059 0.04871 3.88608
O 2.62726 -2.40419 3.38080
C 0.25038 -2.75410 5.17137
C -0.40418 -3.00151 6.38181
H -1.09985 -2.16113 8.25135
H -0.34173 0.15276 7.68584
H 0.74737 0.60175 5.50261
H -0.05671 -1.44917 2.05060
H 3.39500 -1.31492 1.17813
H 5.72437 -0.51097 1.19986
H 6.20608 1.93578 0.92389
H 4.30031 3.52891 0.56917
H 1.95082 2.67687 0.58327
H 0.40488 -3.54979 4.44566
H -0.73303 -4.01458 6.61352
C -2.61231 -2.59904 -3.63785
C -3.08718 -2.39115 -2.19752
C -4.57581 -2.75769 -2.09461
C -2.29893 -3.25946 -1.22067
C -2.90486 -0.91538 -1.85934
N -3.97311 -0.10066 -1.76752
C -3.59233 1.22211 -1.56885
C -2.19003 1.25102 -1.51869
C -1.56655 2.45725 -1.21289
C -2.34460 3.61369 -1.04703
C -3.74916 3.55479 -1.11314
C -4.39363 2.33423 -1.35459
C -1.71759 -0.12553 -1.72352
C -0.37298 -0.51560 -1.75256
C 0.63701 0.26733 -2.38274
C 0.35846 1.30682 -3.31863
C 1.35289 2.17955 -3.73228
C 2.66416 2.05303 -3.25264
C 3.69913 3.07574 -3.60696
C 2.97823 0.95623 -2.43929
C 2.00837 0.04228 -2.08010
H -1.58069 -2.25778 -3.77545
H -2.66893 -3.65956 -3.91136
H -3.25440 -2.03983 -4.32981
H -4.97258 -2.55349 -1.09147
H -5.18297 -2.23483 -2.84494
H -4.69458 -3.83228 -2.28079
H -2.55780 -2.99553 -0.18757
H -2.55658 -4.31575 -1.37486
H -1.21975 -3.14816 -1.35067
H -4.94496 -0.39242 -1.80248
H -0.49000 2.47810 -1.06211
H -1.84883 4.56867 -0.84930
H -4.33557 4.46088 -0.96606
H -5.47608 2.23130 -1.38500
H -0.07395 -1.42611 -1.24480
H -0.65523 1.42707 -3.70076
H 1.11360 2.99777 -4.41824
H 4.67065 2.80687 -3.17871
H 3.81298 3.17609 -4.69563
H 3.42294 4.06717 -3.21952
H 4.00094 0.85669 -2.07279
H 2.26365 -0.84356 -1.49715
*
```

HOMO in eV: -6.34
Gap between HOMO and LUMO in eV: 4.08
LUMO energy in eV: -2.26

Table of Mulliken atomic charges, one value per atom, all in e: -0.327, -0.624, -0.251, -0.162, 1.471, -1.777, 0.859, -0.736, 0.866, 0.130, -0.982, -0.504, -0.679, -0.454, -0.693, -0.708, -0.308, -0.576, 0.356, 0.347, 0.424, 0.578, 0.480, 0.436, 0.375, 0.437, 0.361, 0.385, 0.349, -1.542, 2.139, -2.027, -1.620, -0.498, 0.078, -0.794, 0.213, 0.544, -1.196, -0.551, -0.871, 1.225, 0.131, 0.132, -0.297, -0.794, 1.194, -1.668, -0.702, -0.672, 0.309, 0.434, 0.382, 0.417, 0.385, 0.426, 0.389, 0.461, 0.353, 0.280, 0.504, 0.410, 0.388, 0.394, 0.268, 0.476, 0.430, 0.348, 0.414, 0.344, 0.275, 0.413

# 3
# C34H34ClN7O3RuSbSe4

A molecular structure, C34H34ClN7O3RuSbSe4 (the ωB97M-V functional and the def2-TZVPD basis, the OMol25 dataset).

Geometry as ORCA input:
```
! wB97M-V def2-TZVPD RIJCOSX def2/J DEFGRID3
* xyz -2 6
Ru 2.92968 0.77112 1.22200
O 4.56271 3.31952 -1.65936
C 4.29388 2.45801 -0.82275
N 3.08339 2.07062 -0.37632
C 1.96128 2.92496 -0.46694
C 1.65662 3.69643 -1.57968
C 0.55063 4.54543 -1.57428
C -0.25229 4.63397 -0.45193
C 0.02442 3.85732 0.67419
C 1.10998 2.99271 0.67494
N 1.48189 2.16322 1.75280
C 0.63954 1.72213 2.70382
O -0.50136 2.10531 2.96023
C 1.22460 0.55614 3.52444
C 0.47337 -0.00104 4.53988
C 0.97030 -1.11447 5.20163
C 2.20756 -1.61638 4.83516
C 2.90526 -1.00464 3.80522
N 2.41183 0.05217 3.15486
C 5.43859 1.71154 -0.13754
C 6.42114 1.07634 -0.87651
C 7.34253 0.28932 -0.20368
C 7.29811 0.22365 1.18101
C 6.32115 0.95720 1.83670
N 5.39042 1.65493 1.19535
H 2.30537 3.63340 -2.44008
H 0.33224 5.14661 -2.44900
H -1.09602 5.31549 -0.43706
H -0.59281 3.91828 1.55867
H -0.48792 0.44135 4.75952
H 0.39053 -1.59384 5.98069
H 2.63114 -2.49776 5.29521
H 3.85604 -1.39344 3.45386
H 6.40994 1.15664 -1.95457
H 8.06329 -0.30355 -0.75425
H 7.96159 -0.42308 1.73793
H 6.24034 0.92680 2.91842
C -2.85895 -3.09261 -3.79807
C -2.67836 -2.91444 -2.27995
C -3.57571 -3.92580 -1.56223
C -1.21523 -3.26046 -1.95136
C -3.04631 -1.45386 -1.86627
O -2.25701 -0.52651 -2.61344
C -4.52136 -1.12729 -2.19829
C -4.81371 0.33837 -2.56225
C -4.76099 1.31037 -1.41061
C -3.68998 2.18358 -1.24919
C -3.61523 3.03818 -0.15800
C -4.63839 3.02738 0.77216
Cl -4.56632 4.10691 2.14233
C -5.72350 2.17770 0.63595
C -5.77399 1.32464 -0.45536
C -2.86837 -1.15002 -0.35851
N -1.49937 -1.07251 0.09805
C -0.57081 -0.14631 -0.16931
N 0.57742 -0.47604 0.36953
C 0.28808 -1.63657 1.01601
N -0.95688 -2.03763 0.88600
H -2.43932 -4.05539 -4.09074
H -2.33944 -2.31436 -4.35695
H -3.90463 -3.08945 -4.10907
H -3.32107 -4.93283 -1.89802
H -4.63392 -3.76205 -1.77473
H -3.42510 -3.90436 -0.48256
H -0.92913 -4.16044 -2.49668
H -1.06131 -3.45899 -0.89410
H -0.49175 -2.49230 -2.23867
H -1.34184 -0.83193 -2.59694
H -5.13823 -1.41948 -1.34263
H -4.84509 -1.73084 -3.04371
H -5.81339 0.37361 -3.00440
H -4.10631 0.65132 -3.32837
H -2.88115 2.17318 -1.96951
H -2.75911 3.68562 -0.02605
H -6.50911 2.18220 1.37864
H -6.61756 0.65115 -0.56176
H -3.35681 -1.89966 0.26046
H -3.33624 -0.18879 -0.15941
H -0.76730 0.73473 -0.75869
H 1.03007 -2.20746 1.55564
Se 3.65830 -5.08105 0.18055
Sb 5.54303 -3.37747 0.21427
Se 3.79864 -1.19172 0.54758
Se 6.48013 -6.07686 0.35652
Se 6.31372 -3.33588 2.56951
*
```

Energy above the lowest of the compared OMol25 structures with the same formula, charge and spin in kcal/mol: 40.3
HOMO (spin up / spin down) in eV: -1.37 / -1.61
<S²>: 8.790
Gap between HOMO and LUMO (spin up / spin down) in eV: 4.75 / 4.98
LUMO energy (spin up / spin down) in eV: 3.37 / 3.37

Table of Mulliken atomic charges, one value per atom, all in e: -0.324, -0.727, 0.230, 0.116, 0.106, -0.291, -0.887, -0.524, -0.555, 0.527, -0.391, 0.190, -0.844, 0.617, -0.524, -0.264, -0.865, -0.089, 0.221, 0.786, -0.676, -0.340, -0.465, -0.241, -0.400, 0.475, 0.375, 0.479, 0.453, 0.467, 0.387, 0.454, 0.319, 0.416, 0.404, 0.371, 0.347, -1.896, 1.681, -1.869, -1.969, 1.911, -0.657, -1.145, -1.666, -0.200, 0.100, -0.297, 0.415, -0.267, -0.838, 0.069, -2.053, 1.350, -0.437, 0.274, -0.829, -1.316, 0.516, 0.318, 0.408, 0.477, 0.321, 0.383, 0.503, 0.419, 0.356, 0.634, 0.528, 0.437, 0.537, 0.436, 0.329, 0.203, 0.411, 0.384, 0.262, 0.492, 0.807, 0.573, -0.504, 0.359, -0.060, -0.504, -0.715